No. 1
{
  "formula": "C16H23N3O2PRhS4",
  "method": "wB97M-V/def2-TZVPD",
  "s2": 8.7836,
  "charge": 1,
  "spin_multiplicity": 6,
  "homo_lumo_gap_ev": [5.26, 4.77],
  "homo_energy_ev": [-7.86, -10.36],
  "symbols": ["Rh", "N", "C", "C", "C", "C", "C", "C", "N", "C", "C", "C", "S", "C", "N", "H", "H", "H", "H", "H", "H", "H", "C", "C", "O", "P", "S", "S", "O", "C", "C", "H", "H", "H", "H", "H", "H", "H", "H", "H", "H", "C", "S", "C", "H", "H", "H", "H", "H", "H"],
  "coordinates": [[0.290, -0.556, -1.155], [4.151, -1.765, 0.468], [4.666, -0.597, 0.220], [5.851, 0.067, 0.536], [5.956, 1.372, 0.008], [4.988, 2.095, -0.770], [3.719, 1.401, -0.972], [3.431, 0.159, -0.511], [2.393, -0.717, -0.531], [2.933, -1.807, -0.105], [1.958, -2.903, -0.061], [2.340, -4.203, -0.172], [0.989, -5.365, -0.340], [0.099, -3.804, -0.682], [0.716, -2.569, -0.480], [4.489, -2.728, 0.488], [6.444, -0.335, 1.314], [6.911, 1.813, 0.089], [5.238, 2.888, -1.502], [3.099, 2.010, -1.752], [3.333, -4.622, -0.104], [-0.815, -3.832, -1.272], [-5.860, 1.286, 0.563], [-5.289, 1.709, -0.710], [-4.384, 0.792, -1.290], [-3.095, 0.286, -0.586], [-2.480, 1.654, 0.741], [-1.866, -0.243, -2.075], [-3.646, -0.940, 0.342], [-2.741, -1.938, 0.802], [-3.219, -2.437, 2.185], [-6.624, 1.952, 0.906], [-5.110, 1.150, 1.417], [-6.313, 0.321, 0.301], [-4.662, 2.640, -0.604], [-5.995, 1.957, -1.507], [-1.762, -1.482, 0.882], [-2.724, -2.774, 0.025], [-3.209, -1.614, 2.849], [-2.487, -3.212, 2.524], [-4.147, -2.907, 2.175], [-0.453, 3.293, -1.396], [0.066, 2.074, -0.229], [1.043, 2.958, 1.073], [-0.880, 4.135, -0.905], [-1.244, 2.768, -1.932], [0.298, 3.443, -2.199], [2.042, 3.162, 0.762], [1.127, 2.101, 1.794], [0.438, 3.865, 1.378]],
  "atomic_forces_ev_per_a": [[0.251, -1.127, 0.500], [-2.136, -4.301, -0.681], [-0.871, 6.074, -2.019], [-2.921, 0.580, -0.886], [-0.696, 0.830, -1.120], [-0.349, -3.890, 0.282], [0.300, 3.765, -2.390], [4.899, -0.341, 2.254], [1.256, 1.976, -1.168], [-3.780, -2.410, 1.682], [2.570, -0.218, -1.274], [-0.048, -1.309, 0.944], [0.123, 3.096, -0.467], [-2.299, -0.761, -0.669], [-0.238, -1.220, 0.538], [1.075, 0.693, 0.811], [1.245, -0.324, 0.109], [0.931, 0.656, 0.364], [-0.080, -0.249, 1.230], [0.345, -1.519, 1.679], [0.131, 0.259, 0.215], [0.187, -0.110, 0.248], [0.222, -1.791, 1.319], [1.352, 3.548, -0.896], [0.284, -1.183, -0.734], [-0.720, -1.437, 1.222], [0.763, 0.384, 0.353], [0.010, 0.008, -0.218], [0.029, 1.461, -1.560], [-0.494, -1.810, -0.055], [2.792, -0.505, -1.251], [-0.461, 0.461, 0.095], [-0.936, 0.134, -1.309], [-0.155, -0.053, 0.809], [-0.790, -0.493, 0.098], [-0.171, -0.404, 0.340], [0.526, -0.170, 0.128], [0.142, 1.076, 1.067], [-0.057, 0.772, 0.896], [-0.439, 0.692, -0.123], [-1.735, -0.577, -0.282], [0.194, -1.196, -1.715], [0.701, 0.043, 0.748], [-1.738, -1.082, 0.283], [0.034, 0.852, 0.205], [-0.297, 0.113, 0.051], [-0.150, 0.524, 0.898], [0.560, 0.419, -0.576], [-0.263, 1.301, -0.001], [0.902, -1.237, 0.025]],
  "mulliken_spin": [2.533, -0.010, 0.000, -0.003, 0.000, 0.000, 0.028, -0.068, 0.045, 0.021, -0.105, 0.208, 0.189, 0.680, 0.262, -0.001, 0.000, 0.000, 0.000, 0.001, 0.009, -0.002, 0.010, 0.010, 0.011, 0.061, 0.575, 0.145, 0.006, -0.008, 0.001, 0.000, -0.008, -0.001, -0.005, 0.000, 0.007, 0.006, 0.001, -0.002, 0.001, 0.000, 0.340, 0.016, 0.008, 0.001, 0.016, 0.012, 0.002, 0.006]
}



No. 2
{
  "formula": "C46H68N12PS2V",
  "method": "wB97M-V/def2-TZVPD",
  "s2": 3.7627,
  "charge": 1,
  "spin_multiplicity": 4,
  "homo_lumo_gap_ev": [7.66, 8.09],
  "homo_energy_ev": [-9.12, -9.57],
  "symbols": ["V", "C", "N", "C", "C", "N", "C", "C", "N", "C", "C", "N", "C", "N", "C", "C", "N", "C", "C", "C", "C", "N", "C", "N", "C", "C", "N", "C", "C", "N", "C", "C", "H", "H", "H", "H", "H", "H", "H", "H", "H", "H", "H", "H", "H", "H", "H", "H", "H", "H", "H", "H", "H", "H", "H", "H", "H", "H", "H", "H", "H", "H", "H", "H", "H", "H", "H", "H", "H", "H", "H", "H", "H", "H", "H", "H", "H", "H", "H", "H", "N", "C", "C", "C", "C", "C", "C", "P", "C", "C", "C", "C", "C", "C", "C", "C", "C", "C", "C", "C", "H", "H", "H", "H", "H", "H", "H", "H", "H", "H", "H", "H", "H", "H", "H", "H", "S", "C", "N", "C", "C", "C", "C", "C", "C", "S", "H", "H", "H", "H"],
  "coordinates": [[-0.444, -0.077, 0.294], [1.350, 6.398, -1.842], [0.790, 5.067, -2.006], [-0.083, 4.911, -3.152], [1.366, 3.982, -1.354], [0.683, 3.059, -0.752], [-0.749, 3.299, -0.706], [-1.625, 2.127, -0.261], [-1.604, 1.626, 1.141], [-2.959, 1.146, 1.500], [-3.221, -0.301, 1.121], [-2.899, -0.510, -0.280], [-3.710, -1.258, -0.965], [-3.772, -1.151, -2.321], [-4.120, -2.270, -3.177], [-3.393, 0.063, -3.006], [-4.622, -2.110, -0.381], [-5.957, -2.291, -0.915], [-4.210, -3.102, 0.591], [-1.198, 2.696, 2.086], [-1.029, 2.282, 3.550], [0.316, 1.826, 3.864], [0.488, 1.126, 4.939], [-0.544, 0.416, 5.552], [-1.100, -0.737, 4.870], [-0.730, 0.446, 6.988], [1.718, 1.084, 5.525], [2.133, -0.005, 6.388], [2.630, 2.210, 5.474], [2.731, 4.034, -1.278], [3.520, 4.397, -2.442], [3.452, 3.271, -0.289], [0.533, 7.107, -1.681], [1.999, 6.420, -0.971], [1.919, 6.732, -2.716], [0.283, 5.530, -3.976], [-0.089, 3.876, -3.493], [-1.109, 5.226, -2.934], [-0.951, 4.191, -0.102], [-1.132, 3.516, -1.707], [-2.644, 2.448, -0.499], [-1.404, 1.271, -0.919], [-3.096, 1.212, 2.577], [-3.717, 1.792, 1.039], [-2.615, -0.941, 1.766], [-4.274, -0.519, 1.337], [-3.421, -2.319, -4.011], [-4.044, -3.206, -2.628], [-5.131, -2.172, -3.587], [-4.131, 0.281, -3.782], [-3.373, 0.887, -2.297], [-2.414, -0.027, -3.486], [-6.197, -1.474, -1.592], [-6.078, -3.245, -1.438], [-6.669, -2.271, -0.085], [-3.188, -2.916, 0.908], [-4.862, -3.082, 1.468], [-4.256, -4.106, 0.154], [-0.253, 3.126, 1.754], [-1.958, 3.488, 2.058], [-1.203, 3.190, 4.139], [-1.791, 1.564, 3.856], [-0.924, -0.656, 3.798], [-0.638, -1.671, 5.217], [-2.174, -0.808, 5.058], [-0.263, 1.338, 7.400], [-1.803, 0.495, 7.194], [-0.334, -0.439, 7.499], [2.076, 0.269, 7.445], [1.520, -0.883, 6.203], [3.168, -0.263, 6.156], [2.209, 2.988, 4.845], [2.787, 2.602, 6.485], [3.604, 1.912, 5.080], [2.883, 4.739, -3.253], [4.236, 5.184, -2.191], [4.074, 3.525, -2.799], [2.947, 3.347, 0.673], [3.547, 2.222, -0.568], [4.451, 3.695, -0.189], [1.150, 0.797, 1.290], [2.444, 0.207, 1.295], [3.344, 0.430, 2.328], [4.623, -0.097, 2.256], [5.005, -0.853, 1.156], [4.094, -1.106, 0.143], [2.805, -0.581, 0.206], [1.404, -1.039, -0.883], [2.046, -2.695, -1.348], [2.131, -3.138, -2.664], [2.542, -4.434, -2.942], [2.867, -5.301, -1.912], [2.790, -4.868, -0.595], [2.377, -3.576, -0.315], [1.625, -0.088, -2.431], [0.451, 0.352, -3.038], [0.490, 1.084, -4.214], [1.715, 1.381, -4.796], [2.890, 0.943, -4.199], [2.850, 0.220, -3.015], [0.925, 1.142, 2.237], [1.151, 1.604, 0.637], [3.031, 1.021, 3.178], [5.335, 0.085, 3.051], [6.001, -1.272, 1.104], [4.378, -1.745, -0.682], [1.877, -2.470, -3.478], [2.598, -4.767, -3.971], [3.193, -6.310, -2.133], [3.045, -5.536, 0.217], [2.302, -3.243, 0.713], [-0.494, 0.079, -2.578], [-0.429, 1.414, -4.684], [1.753, 1.938, -5.724], [3.841, 1.156, -4.670], [3.770, -0.113, -2.548], [-0.425, -2.149, 1.434], [-0.906, -3.176, 0.142], [-1.164, -2.802, -1.080], [-1.454, -3.872, -1.899], [-1.682, -3.805, -3.272], [-1.920, -4.972, -3.973], [-1.930, -6.209, -3.326], [-1.691, -6.298, -1.965], [-1.452, -5.125, -1.265], [-1.074, -4.909, 0.420], [-1.646, -2.843, -3.769], [-2.093, -4.927, -5.041], [-2.113, -7.108, -3.899], [-1.674, -7.255, -1.460]],
  "atomic_forces_ev_per_a": [[-1.700, -0.402, 0.019], [-0.099, -0.003, 0.030], [0.121, 0.128, -0.235], [-0.022, -0.011, 0.026], [0.037, 0.073, 0.298], [0.076, -0.306, -0.113], [-0.023, 0.124, 0.134], [0.425, 0.573, -0.050], [-0.200, 0.141, 0.168], [-0.440, -0.199, 0.093], [-0.294, 0.236, 0.019], [0.508, 0.060, 0.364], [-0.195, 0.123, -0.036], [0.018, -0.023, -0.046], [-0.432, 0.100, -0.037], [0.025, -0.014, 0.063], [0.053, -0.148, -0.259], [0.004, 0.027, 0.056], [0.019, 0.061, 0.125], [0.020, 0.010, 0.292], [0.101, -0.100, 0.034], [0.139, -0.056, -0.061], [-0.201, 0.131, -0.219], [0.178, -0.130, 0.144], [-0.044, 0.101, -0.042], [-0.031, -0.036, -0.066], [0.042, 0.039, 0.228], [-0.018, 0.011, -0.088], [-0.034, 0.044, 0.016], [-0.022, 0.009, -0.022], [0.004, 0.030, 0.007], [-0.088, -0.008, 0.121], [0.031, 0.024, -0.018], [0.002, 0.022, -0.001], [0.010, -0.023, 0.004], [0.040, -0.036, -0.013], [-0.007, -0.007, 0.015], [-0.008, -0.001, -0.052], [-0.160, -0.008, -0.049], [-0.169, -0.075, 0.201], [-0.016, -0.300, -0.118], [-0.258, 0.250, -0.419], [0.064, 0.107, -0.006], [0.081, 0.063, 0.011], [-0.086, -0.036, 0.034], [0.048, 0.028, 0.020], [-0.269, 0.106, 0.058], [-0.066, 0.095, -0.059], [-0.018, 0.033, 0.008], [0.017, 0.002, -0.014], [0.044, -0.008, -0.008], [0.005, 0.024, -0.007], [-0.040, -0.032, -0.007], [0.003, 0.024, -0.021], [-0.014, -0.003, -0.021], [-0.074, 0.008, 0.041], [-0.001, 0.015, 0.000], [0.022, 0.012, -0.002], [-0.022, 0.024, -0.050], [0.030, -0.012, -0.120], [-0.108, -0.011, -0.045], [-0.059, 0.083, -0.022], [-0.059, -0.013, 0.009], [-0.009, -0.001, -0.020], [-0.017, 0.014, -0.066], [0.006, -0.025, 0.043], [0.025, 0.024, 0.056], [0.021, 0.015, -0.003], [0.017, -0.044, 0.006], [0.002, -0.010, 0.045], [0.002, -0.010, 0.003], [0.014, -0.022, -0.025], [0.022, -0.004, -0.011], [-0.009, 0.011, -0.028], [-0.012, 0.011, 0.024], [-0.003, -0.003, -0.050], [0.017, -0.027, -0.021], [-0.031, -0.095, 0.048], [0.015, -0.213, 0.023], [-0.004, -0.011, 0.019], [0.328, 0.625, 0.133], [0.584, -0.148, -0.223], [-0.062, 0.123, 0.084], [-0.008, 0.011, -0.006], [0.016, -0.027, -0.085], [0.063, 0.096, -0.001], [-0.297, 0.097, 0.096], [1.639, -0.328, -1.099], [-0.607, -0.239, 0.085], [-0.095, 0.163, 0.069], [0.000, -0.050, -0.075], [0.060, -0.001, -0.011], [-0.018, 0.051, 0.024], [-0.125, -0.016, -0.061], [-0.037, 0.059, 0.057], [0.164, -0.134, 0.033], [-0.040, 0.028, -0.064], [-0.097, -0.005, 0.012], [0.142, 0.025, 0.012], [-0.051, 0.001, -0.018], [-0.003, 0.129, -0.056], [0.283, 0.183, 0.267], [-0.004, 0.037, 0.002], [-0.047, -0.002, 0.050], [0.007, 0.019, -0.019], [-0.004, 0.003, -0.002], [-0.031, -0.013, -0.029], [0.016, 0.006, 0.006], [-0.023, -0.005, -0.006], [-0.008, -0.015, -0.010], [0.001, -0.048, 0.038], [-0.057, 0.041, -0.084], [-0.001, -0.016, -0.002], [0.016, 0.010, 0.003], [0.012, 0.023, 0.036], [0.011, -0.001, -0.031], [0.202, -0.545, 0.753], [-0.206, -0.391, -0.671], [0.347, 0.249, 0.281], [0.181, -0.361, 0.070], [0.497, -0.115, -0.024], [0.034, 0.147, -0.032], [-0.022, -0.113, 0.070], [-0.035, -0.057, -0.074], [-0.024, 0.107, 0.193], [0.149, 0.073, -0.084], [0.222, -0.172, 0.071], [0.005, -0.019, -0.006], [0.001, -0.010, 0.013], [-0.022, -0.022, -0.040]],
  "mulliken_spin": [2.658, 0.000, 0.001, 0.000, 0.012, 0.021, -0.014, 0.037, -0.037, 0.040, 0.076, 0.012, 0.024, 0.002, 0.001, -0.004, 0.002, 0.000, -0.009, 0.008, 0.024, 0.001, 0.006, -0.003, 0.004, 0.000, 0.000, 0.000, 0.000, -0.001, 0.000, 0.000, 0.000, 0.000, 0.000, 0.000, 0.000, 0.000, 0.002, -0.014, 0.002, -0.007, -0.008, -0.004, -0.052, 0.008, 0.000, 0.000, 0.000, 0.000, 0.000, 0.006, 0.000, 0.000, 0.000, 0.004, 0.000, 0.000, -0.005, -0.002, -0.001, -0.001, 0.030, 0.000, 0.000, 0.000, 0.000, 0.000, 0.000, 0.000, 0.000, 0.000, 0.000, 0.000, 0.000, 0.000, 0.000, -0.002, -0.001, 0.000, 0.085, 0.113, 0.001, 0.001, -0.001, -0.001, -0.061, 0.048, 0.045, -0.007, 0.001, -0.002, 0.002, 0.001, -0.090, 0.042, 0.032, 0.003, 0.000, -0.014, 0.036, -0.113, -0.002, 0.000, 0.000, 0.000, 0.000, 0.000, 0.000, 0.000, 0.001, 0.036, 0.001, 0.000, 0.000, 0.000, -0.064, 0.061, 0.004, 0.014, 0.006, -0.002, 0.002, -0.002, 0.004, 0.005, 0.002, 0.000, 0.000, 0.000]
}



No. 3
{
  "formula": "C22H25NO4",
  "method": "wB97M-V/def2-TZVPD",
  "homo_lumo_gap_ev": 9.33,
  "smiles": "CCOC(=O)[C@@H](Cc1ccccc1)NC(=O)CCCC(=O)c1ccccc1",
  "homo_energy_ev": -8.92,
  "symbols": ["C", "C", "O", "C", "O", "C", "C", "C", "C", "C", "C", "C", "C", "N", "C", "O", "C", "C", "C", "C", "O", "C", "C", "C", "C", "C", "C", "H", "H", "H", "H", "H", "H", "H", "H", "H", "H", "H", "H", "H", "H", "H", "H", "H", "H", "H", "H", "H", "H", "H", "H", "H"],
  "coordinates": [[0.787, 2.115, -4.799], [-0.556, 2.199, -4.090], [-0.523, 1.515, -2.834], [-0.080, 2.188, -1.779], [0.261, 3.344, -1.786], [-0.029, 1.298, -0.547], [1.327, 0.555, -0.537], [1.364, -0.528, -1.573], [0.545, -1.644, -1.441], [0.556, -2.641, -2.398], [1.387, -2.538, -3.501], [2.210, -1.434, -3.638], [2.197, -0.435, -2.679], [-0.198, 2.094, 0.642], [-1.125, 1.799, 1.574], [-1.890, 0.859, 1.463], [-1.118, 2.704, 2.793], [-0.200, 2.122, 3.878], [-0.535, 0.655, 4.153], [0.096, -0.249, 3.113], [1.141, 0.067, 2.577], [-0.540, -1.551, 2.801], [0.239, -2.486, 2.113], [-0.279, -3.712, 1.749], [-1.592, -4.026, 2.064], [-2.376, -3.105, 2.741], [-1.858, -1.877, 3.110], [1.080, 1.075, -4.919], [1.547, 2.633, -4.219], [0.713, 2.583, -5.777], [-0.831, 3.245, -3.915], [-1.336, 1.697, -4.664], [-0.850, 0.575, -0.574], [1.450, 0.129, 0.461], [2.130, 1.277, -0.704], [-0.100, -1.731, -0.578], [-0.085, -3.503, -2.282], [1.395, -3.316, -4.250], [2.865, -1.350, -4.494], [2.845, 0.423, -2.790], [0.409, 2.892, 0.742], [-2.139, 2.753, 3.174], [-0.791, 3.709, 2.526], [0.841, 2.185, 3.552], [-0.312, 2.711, 4.790], [-0.118, 0.349, 5.118], [-1.613, 0.520, 4.191], [1.260, -2.227, 1.870], [0.337, -4.421, 1.215], [-2.005, -4.981, 1.777], [-3.402, -3.345, 2.976], [-2.502, -1.171, 3.608]],
  "atomic_forces_ev_per_a": [[-0.274, -0.070, 0.292], [0.113, 0.392, -0.399], [-0.105, -0.297, 0.014], [-0.200, -0.020, 0.356], [0.111, 0.081, -0.047], [0.083, -0.098, -0.050], [-0.243, -0.081, 0.065], [0.213, -0.013, -0.063], [0.048, 0.035, -0.011], [-0.073, -0.067, 0.018], [0.022, -0.061, -0.107], [0.052, -0.029, -0.099], [-0.001, -0.044, 0.077], [0.212, 0.189, -0.389], [0.080, 0.758, 0.036], [-0.326, -0.396, 0.108], [0.045, -0.152, 0.066], [-0.060, -0.056, 0.027], [0.235, 0.328, -0.053], [-0.016, 0.069, 0.191], [-0.061, -0.046, 0.225], [0.045, -0.575, -0.294], [0.020, 0.151, 0.134], [0.004, -0.062, -0.039], [-0.034, 0.003, -0.008], [-0.100, -0.101, 0.017], [0.164, 0.115, 0.032], [0.041, -0.060, -0.061], [0.091, 0.050, 0.010], [0.011, 0.054, -0.123], [-0.042, -0.198, -0.051], [0.062, 0.074, 0.106], [0.159, 0.141, -0.014], [0.007, 0.081, -0.117], [0.034, 0.003, 0.044], [-0.101, -0.007, 0.101], [-0.058, -0.074, 0.015], [0.002, -0.063, -0.053], [0.049, 0.001, -0.063], [0.049, 0.104, 0.004], [-0.132, 0.015, 0.092], [0.019, 0.013, -0.111], [-0.036, 0.039, -0.007], [-0.040, 0.036, 0.111], [0.030, -0.006, -0.039], [-0.043, -0.062, 0.003], [-0.008, -0.076, 0.068], [0.051, 0.030, -0.019], [0.054, -0.061, -0.032], [-0.036, -0.073, -0.013], [-0.076, -0.005, 0.013], [-0.042, 0.091, 0.037]],
  "mulliken_charge": [-0.975, -0.317, -0.299, 0.040, -0.641, 0.325, -0.968, 0.306, -0.107, -0.962, -0.452, -0.626, -0.332, -0.062, 0.642, -0.630, -1.011, -0.707, -0.443, 0.387, -0.729, 0.851, -0.583, -0.472, -0.415, -0.962, -0.206, 0.181, 0.278, 0.422, 0.354, 0.328, 0.503, 0.241, 0.473, 0.497, 0.444, 0.396, 0.430, 0.410, 0.325, 0.333, 0.353, 0.359, 0.400, 0.488, 0.181, 0.394, 0.447, 0.414, 0.398, 0.303]
}